[1]
Density functional theory data (ωB97M-V with the def2-TZVPD basis set) for the molecule C7H10O.

Results
SMILES   C=C1C[C@H]2O[C@@]2(C)C1
HOMO   -9.077 eV
Net charge   0
Kohn-Sham gap   10.044 eV

Each line ends with the natural charge from an NBO analysis.
CARTESIAN COORDINATES (ANGSTROEM)
C 1.409184 -0.055995 0.073992  0.015
C 2.529109 -0.290625 0.809484  -0.392
C 0.770457 -1.125108 -0.797698  -0.470
C 0.476744 1.095820 0.204142  -0.465
C -0.637617 -1.099722 -0.557984  0.038
C -1.061130 0.224907 0.044743  0.279
C -2.327751 1.040104 -0.027910  -0.651
O -1.002898 -0.954830 0.833854  -0.511
H 2.909101 0.290986 1.663578  0.201
H 3.124796 -1.280601 0.764560  0.197
H 0.922338 -0.927669 -1.803334  0.218
H 1.096327 -2.114650 -0.597199  0.218
H 0.527642 1.524507 1.203694  0.228
H 0.296639 1.777548 -0.690782  0.222
H -1.154447 -1.863206 -1.040353  0.197
H -3.174200 0.315121 -0.145196  0.230
H -2.330182 1.794182 -0.795312  0.222
H -2.374116 1.649238 0.857720  0.222

Atoms 1-2, force components in eV/Å:
C 1.6 -0.8 0.8
C -0.2 -1.4 0.0



[2]
Density functional theory data (ωB97M-V with the def2-TZVPD basis set) for a cluster of 2 separate species, C7H10O2 in total.

Results
SMILES   C=C[C@@H](C)C(=O)O.C#C
HOMO   -8.994 eV
Net charge   0
Kohn-Sham gap   9.794 eV

Each line ends with the natural charge from an NBO analysis.
CARTESIAN COORDINATES (ANGSTROEM)
C 1.805983 0.776872 0.368164  0.811
C 0.667251 -0.211011 0.313870  -0.370
C 0.946144 -1.326898 -0.666200  -0.605
O 2.028217 1.203792 1.622026  -0.688
O 2.386704 1.224396 -0.583911  -0.599
H 2.731876 1.872638 1.622039  0.496
H 0.470910 -0.583966 1.319578  0.230
H 1.686161 -2.017410 -0.268561  0.215
H 1.280655 -0.936832 -1.619809  0.225
C -0.523325 0.691834 -0.128954  -0.141
C -2.374332 -0.856791 -0.227996  -0.218
C -1.003822 1.677318 0.637278  -0.409
C -2.125880 -1.708699 -1.058721  -0.259
H -0.570641 0.797267 -1.206553  0.210
H -2.843702 -0.403027 0.601198  0.242
H 0.006034 -1.886293 -0.847116  0.225
H -0.943219 1.635475 1.714369  0.193
H -1.565963 2.496084 0.218585  0.203
H -2.059051 -2.444749 -1.809288  0.239

Atoms 1-2, force components in eV/Å:
C -0.1 0.4 -0.1
C -1.2 0.3 -0.1



[3]
Density functional theory data (ωB97M-V with the def2-TZVPD basis set) for a cluster of 2 separate species, C7H10O2Si in total.

Results
HOMO   -9.252 eV
Net charge   0
Kohn-Sham gap   9.283 eV

Each line ends with the natural charge from an NBO analysis.
CARTESIAN COORDINATES (ANGSTROEM)
C -3.908825 1.433455 -0.750568  -0.397
C -2.880700 0.908622 -1.023468  -0.421
C 0.179271 -3.004426 2.322321  -0.268
C -0.359729 -2.802473 1.114918  -0.318
C 0.435309 -1.756939 0.348691  0.799
C 1.586278 1.529035 -0.376397  -0.620
C 0.498056 1.579373 -1.531801  -0.881
O 1.582515 -1.417173 0.494030  -0.558
O -0.365990 -1.306275 -0.668657  -0.919
Si -0.540875 -0.069076 -1.659794  1.753
H -4.898545 1.855773 -0.428619  0.231
H -0.328030 -3.683284 2.847789  0.186
H 1.026944 -2.544464 2.723432  0.216
H -1.181137 -3.393285 0.712847  0.242
H 2.528787 1.477864 -0.793442  0.213
H 1.629202 2.516369 0.130656  0.216
H 1.481207 0.749257 0.387438  0.232
H 0.878709 1.518072 -2.544763  0.228
H -0.308669 2.420934 -1.449004  0.282
H -0.759441 -0.625114 -2.948394  -0.217

Atoms 1-2, force components in eV/Å:
C -4.1 1.8 1.3
C 5.2 -2.4 -1.5



[4]
Density functional theory data (ωB97M-V with the def2-TZVPD basis set) for the molecule C7H10O4S.

Results
HOMO (alpha / beta)   -8.712 / -8.713 eV
Net charge   0
Kohn-Sham gap (alpha / beta)   8.591 / 8.593 eV

Each line ends with the natural charge from an NBO analysis.
CARTESIAN COORDINATES (ANGSTROEM)
C 1.375618 -1.187276 -0.893037  -0.510
C 0.171894 0.950301 -1.365378  0.847
C 2.056140 -2.012126 -1.639078  -0.412
C -0.945023 0.770739 -0.456102  -0.434
C -0.439870 0.751039 1.029907  0.121
C -1.699536 -0.515507 -0.809245  -0.593
C -0.554197 2.136193 1.658160  -0.622
O 0.683799 1.661146 -2.130596  -0.415
O 0.077743 -1.993380 1.263661  -0.949
O 2.486948 -1.496051 1.485503  -0.908
O 0.898438 0.341140 1.144051  -0.710
S 1.233005 -1.240013 0.853611  2.324
H 2.601422 -2.851441 -1.220194  0.208
H 2.113986 -1.896565 -2.710513  0.211
H -1.621567 1.631361 -0.574606  0.255
H -1.063319 0.026425 1.571864  0.217
H -1.972206 -0.529509 -1.861992  0.217
H -2.604312 -0.575257 -0.210687  0.226
H -1.080337 -1.381121 -0.586231  0.262
H 0.074520 2.841237 1.118332  0.215
H -0.207635 2.089353 2.686812  0.236
H -1.585512 2.479314 1.645759  0.216

Atoms 1-2, force components in eV/Å:
C -1.9 2.9 0.2
C 2.6 -0.9 -1.1



[5]
Density functional theory data (ωB97M-V with the def2-TZVPD basis set) for the molecule C7H10OSi.

Results
SMILES   C#CC(C#C)(CC)O[SiH3]
HOMO   -10.071 eV
Net charge   0
Kohn-Sham gap   10.968 eV

Each line ends with the natural charge from an NBO analysis.
CARTESIAN COORDINATES (ANGSTROEM)
C -0.343613 2.082635 1.683285  -0.184
C 0.181785 -1.957399 1.614885  -0.199
C -0.143086 1.209608 0.872137  -0.013
C 0.087187 -1.119663 0.792360  -0.045
C 2.391028 -0.447829 -0.588127  -0.620
C 1.027964 0.028032 -1.079144  -0.391
C -0.104558 0.109524 -0.025550  0.103
O -1.361800 0.101670 -0.710178  -0.872
Si -2.945676 -0.016136 -0.176978  1.186
H -0.101226 2.912914 2.254365  0.229
H 0.247466 -2.838089 2.311655  0.251
H 2.303605 -1.535779 -0.495823  0.215
H 3.261071 -0.418099 -1.306560  0.220
H 2.762950 0.030512 0.243972  0.214
H 1.135708 1.051368 -1.462411  0.211
H 0.699699 -0.492843 -1.998738  0.236
H -3.689554 0.143403 -1.480002  -0.166
H -2.971916 1.281601 0.513410  -0.198
H -3.027630 -1.197180 0.703723  -0.179

Atoms 1-2, force components in eV/Å:
C 1.0 -1.3 -1.6
C 0.3 -3.7 2.7



[6]
Density functional theory data (ωB97M-V with the def2-TZVPD basis set) for a cluster of 2 separate species, C7H10P2 in total.

Results
SMILES   C1=CCC=C1.P=C=CP
HOMO   -8.254 eV
Net charge   0
Kohn-Sham gap   8.246 eV

Each line ends with the natural charge from an NBO analysis.
CARTESIAN COORDINATES (ANGSTROEM)
C -1.170075 -1.307070 0.734389  -0.258
C -2.406935 -0.638056 1.104968  -0.233
C 1.674072 1.226759 -0.260995  -0.295
C -1.704358 0.089583 -0.974722  -0.508
C -0.803396 -1.033646 -0.542906  -0.174
C -2.809774 0.162193 0.028200  -0.180
C 2.438125 0.224150 -0.645356  -0.554
P 0.679423 2.467971 0.191228  0.378
P 3.889575 -0.413687 0.359067  0.281
H -1.017643 -2.101363 1.486539  0.217
H -3.033362 -0.726797 1.933559  0.210
H -1.013172 1.031267 -0.978237  0.260
H -1.964689 -0.051233 -1.948991  0.228
H -0.032033 -1.447553 -1.202661  0.216
H -3.681162 0.725691 0.005143  0.206
H 2.305600 -0.443145 -1.448491  0.245
H 1.421648 3.475495 -0.369614  -0.027
H 3.237465 -1.582898 0.992084  -0.004
H 3.990699 0.342330 1.536791  -0.009

Atoms 1-2, force components in eV/Å:
C -1.0 -1.8 1.0
C -0.6 2.7 -4.4



Maximum force, respectively: 4.1 2.8 5.9 3.4 4.6 5.2 eV/Å.
DFT total energy, respectively: -347.860382 -423.087185 -712.549060 -971.736103 -637.286800 -955.248096 Eh.
Relative energy (zero: lowest compared OMol25 entry of this formula, charge and spin), respectively: 269.9 296.0 719.1 322.7 346.9 302.7 kJ/mol.